{
  "formula": "C10H16O",
  "method": "ωB97M-V with the def2-TZVPD basis set",
  "elements": ["C", "C", "C", "C", "C", "O", "C", "C", "H", "H", "H", "H", "H", "H", "H", "H", "C", "C", "C", "H", "H", "H", "H", "H", "H", "H", "H"],
  "coordinates": [[3.66678, 0.17914, -0.68807], [2.55463, 0.32458, 0.21596], [2.54715, -0.45833, 1.40179], [1.45740, -0.51271, 2.25317], [0.36683, 0.23118, 1.93097], [-0.57446, 0.25620, 2.92200], [0.27071, 1.05049, 0.85287], [1.43764, 1.10914, 0.02592], [4.71621, 0.34723, -0.28978], [3.43829, 0.63744, -1.55596], [3.76965, -0.97930, -0.78701], [3.31902, -1.00883, 1.80077], [1.56058, -1.13538, 3.17073], [-0.72661, 1.23635, 3.23884], [-0.46012, 1.97206, 0.72306], [1.65976, 1.97171, -0.53377], [-2.89969, -1.20571, -0.40972], [-2.03701, -0.62852, -1.45341], [-2.77044, 0.42596, -2.26830], [-3.47878, -0.67899, 0.31279], [-2.36741, -1.84473, 0.34792], [-3.88442, -1.67357, -0.81439], [-0.99527, -0.36086, -0.96424], [-1.61592, -1.30939, -2.22336], [-3.51085, -0.14020, -2.92101], [-3.42027, 1.04829, -1.63168], [-2.02341, 1.14673, -2.65610]],
  "forces_ev_per_angstrom": [[3.1, -3.9, 2.2], [-1.1, -1.2, 3.3], [-2.2, 0.8, -0.4], [2.1, -1.1, -0.5], [-1.8, 0.7, 1.6], [-1.7, 2.8, 1.6], [1.2, 3.0, -1.9], [-0.4, -0.1, 1.2], [-1.3, 0.7, -0.3], [0.0, 1.4, -3.2], [-0.3, 1.9, -0.7], [2.3, -1.2, -0.1], [-0.6, 0.8, -0.8], [0.4, -2.9, -1.2], [1.2, -2.5, 0.5], [-0.6, 0.8, -1.5], [-2.1, -3.3, 1.1], [2.8, 0.8, 0.0], [-0.5, 0.4, 0.6], [0.3, 2.4, 0.4], [-0.4, -0.3, -1.3], [2.0, -0.4, 0.0], [-2.2, 0.5, -0.8], [-0.8, -0.5, 0.7], [1.3, 1.1, 0.0], [0.2, -0.2, 0.1], [-0.8, -0.6, -0.9]],
  "lowdin_charge": [-0.06, -0.31, -0.03, -0.02, -0.40, -0.01, -0.03, -0.05, 0.11, 0.03, 0.13, 0.09, 0.14, 0.17, 0.16, 0.10, -0.17, -0.37, -0.14, 0.05, 0.08, 0.10, 0.11, 0.10, 0.09, 0.06, 0.07],
  "e_homo_ha": -0.313,
  "charge": 0,
  "e_tot_ha": -465.765626,
  "homo_lumo_gap_ha": 0.3409,
  "smiles": "Cc1ccc(O)cc1.CCC",
  "lumo_ev": 0.8,
  "de_lowest_kcal_mol": 82.94
}